Entry from OMol25: a molecular structure, C22H47CoNO4Si2 at a distorted geometry (the ωB97M-V functional and the def2-TZVPD basis).

CARTESIAN COORDINATES (ANGSTROEM)
O: -1.41 1.40 -0.86
O: -1.82 -0.16 -2.63
C: -2.74 1.59 -0.23
C: -2.70 2.70 0.79
H: -2.99 0.62 0.21
H: -3.47 1.80 -1.03
H: -1.99 2.46 1.60
H: -3.69 2.79 1.24
H: -2.45 3.67 0.34
C: -0.94 2.52 -1.72
C: -1.98 2.97 -2.71
H: -0.04 2.12 -2.21
H: -0.64 3.32 -1.04
H: -2.39 2.13 -3.28
H: -1.51 3.67 -3.42
H: -2.81 3.50 -2.22
C: -0.66 -0.57 -3.46
C: -3.09 -0.91 -2.66
C: -0.64 0.24 -4.72
H: -0.75 -1.65 -3.63
H: 0.22 -0.39 -2.83
H: -1.55 0.07 -5.31
H: 0.21 -0.08 -5.34
H: -0.52 1.31 -4.52
C: -3.82 -0.64 -3.96
H: -3.66 -0.56 -1.79
H: -2.86 -1.97 -2.52
H: -3.90 0.45 -4.15
H: -4.83 -1.04 -3.89
H: -3.32 -1.12 -4.81
H: -1.58 0.48 -1.70
Co: 1.20 -0.43 1.51
C: -0.48 -1.40 0.84
Si: -1.16 -3.16 1.02
H: -1.27 -0.71 1.20
H: -0.38 -1.25 -0.25
C: -3.05 -3.05 1.05
C: -0.72 -4.14 2.54
C: -0.71 -4.25 -0.45
C: 1.42 1.57 1.53
Si: 2.70 2.32 0.36
H: 1.76 1.83 2.56
H: 0.42 2.03 1.44
C: 2.26 4.04 -0.29
C: 3.07 1.22 -1.13
C: 4.26 2.51 1.41
H: -0.78 -3.71 -1.41
H: -1.37 -5.13 -0.52
H: 0.32 -4.61 -0.35
H: -3.39 -2.27 1.75
H: -3.49 -4.00 1.40
H: -3.49 -2.84 0.07
H: -0.72 -3.49 3.43
H: 0.27 -4.61 2.44
H: -1.45 -4.95 2.71
H: 2.78 1.70 -2.07
H: 2.56 0.25 -1.07
H: 4.15 1.01 -1.17
H: 5.09 2.94 0.83
H: 4.57 1.53 1.80
H: 4.04 3.17 2.26
H: 3.17 4.57 -0.61
H: 1.78 4.64 0.49
H: 1.58 4.00 -1.16
O: 4.75 -2.09 1.28
C: 3.64 -1.67 1.60
O: 2.67 -1.32 0.76
C: 3.25 -1.44 3.02
C: 4.06 -1.67 4.13
C: 3.56 -1.36 5.40
C: 2.28 -0.80 5.51
C: 1.52 -0.55 4.37
N: 2.02 -0.86 3.14
H: 5.05 -2.08 3.93
H: 4.17 -1.55 6.28
H: 1.86 -0.54 6.48
H: 0.53 -0.10 4.39

Its relative energy (zero: lowest compared OMol25 entry of this formula, charge and spin) is 38.15 kcal/mol. The largest force on an atom comes out at 3.41 eV/A. As for the total energy: -86636.9532 eV. As for the multiplicity: 4. Its highest occupied orbital energy (alpha / beta) is -6.0477 / -7.1861 eV. As for the LUMO energy (alpha / beta): -0.0021 / -0.0021 hartree.